No. 1
A molecular structure, C30H28Cl5GeN4O8PrS. Source: the Open Molecules 2025 dataset; level of theory: wB97M-V/def2-TZVPD.

Each line ends with the Mulliken spin population.
Element x y z (Å)
Pr1 0.616 0.925 1.824  2.021
Ge1 -0.374 -3.001 -0.057  -0.001
Cl1 5.800 1.001 6.400  0.000
Cl2 4.198 3.312 4.967  0.000
Cl3 2.608 2.803 2.352  0.000
Cl4 3.467 -2.496 2.973  0.000
Cl5 5.072 -1.991 5.517  0.000
S1 0.344 -2.115 1.773  -0.008
O1 1.827 0.375 -0.203  -0.001
O2 -7.513 2.296 3.405  0.000
O3 -3.664 -1.377 0.970  0.000
O4 -4.818 0.024 -0.288  0.000
O5 -6.284 3.589 4.680  0.000
O6 -1.870 0.559 1.727  -0.005
O7 -0.335 2.259 3.427  -0.001
O8 -1.630 3.363 4.938  -0.001
N1 0.067 4.025 -1.690  0.000
N2 -4.188 -0.253 0.759  0.000
N3 0.059 2.741 0.147  0.003
N4 -6.438 2.678 3.835  0.000
C1 -3.581 -2.918 -4.203  0.000
C2 4.041 1.051 -2.958  0.000
C3 -2.861 1.147 2.306  0.000
C4 -2.800 2.092 3.401  -0.001
C5 -0.983 3.669 0.235  0.000
C6 4.372 -0.679 4.758  0.000
C7 -2.227 -2.411 -3.696  0.000
C8 2.274 -3.025 -3.099  0.000
C9 1.266 -3.857 -0.827  0.000
C10 2.679 3.004 -2.560  0.002
C11 -1.462 2.630 3.979  -0.001
C12 -0.989 4.473 -0.890  -0.001
C13 3.172 -4.127 -3.582  0.000
C14 3.930 1.691 4.587  0.001
C15 -4.006 2.607 3.862  0.000
C16 3.528 -0.920 3.615  -0.002
C17 2.225 -2.902 -1.606  0.000
C18 -4.187 0.778 1.843  -0.003
C19 3.742 2.415 -3.255  0.000
C20 -5.281 2.146 3.321  -0.001
C21 3.473 0.429 -1.844  -0.002
C22 -1.071 -1.712 -1.432  -0.001
C23 -2.331 -2.083 -2.199  0.000
C24 0.703 3.019 -1.029  -0.001
C25 -5.401 1.192 2.306  0.001
C26 4.633 0.648 5.189  0.000
C27 2.422 1.057 -1.135  0.001
C28 2.974 0.167 2.954  -0.002
C29 1.922 2.335 -1.576  0.001
C30 3.148 1.459 3.439  -0.001
H1 -1.597 3.813 1.123  0.000
H2 -4.102 -3.607 -3.532  0.000
H3 4.293 2.925 -4.021  0.000
H4 0.235 4.205 -2.674  0.000
H5 -3.449 -3.434 -5.154  0.000
H6 -4.321 -2.104 -4.412  0.000
H7 -1.629 5.354 -1.090  0.000
H8 -0.235 -1.483 -2.061  0.000
H9 3.518 -3.948 -4.606  0.000
H10 1.800 -4.248 0.092  0.000
H11 2.459 4.031 -2.739  0.000
H12 -6.355 0.826 1.949  0.000
H13 3.200 -3.020 -1.083  0.000
H14 1.247 -3.158 -3.445  0.000
H15 -3.059 -1.227 -2.089  0.000
H16 2.697 -5.103 -3.569  0.000
H17 -1.496 -4.062 0.213  0.000
H18 1.935 -1.881 -1.322  0.000
H19 -3.956 3.313 4.707  0.000
H20 4.116 -4.173 -2.998  0.000
H21 -2.867 -2.864 -1.611  0.000
H22 -1.432 -3.064 -3.979  0.000
H23 0.859 -4.675 -1.439  0.000
H24 4.703 0.433 -3.576  0.000
H25 3.818 -0.508 -1.450  0.000
H26 -1.287 -0.841 -0.796  0.002
H27 2.676 -2.073 -3.485  0.000
H28 -2.042 -1.514 -4.317  0.000

Properties
total charge	-2
largest force on an atom	3.3	eV/Å
DFT total energy	-197937.1548	eV
spin multiplicity	3
E_LUMO (alpha / beta)	3.85 / 3.85	eV

No. 2
A molecular structure, C30H28ClGeN3O8PtS. Source: the Open Molecules 2025 dataset; level of theory: wB97M-V/def2-TZVPD.

Each line ends with the Löwdin charge.
Element x y z (Å)
Pt1 -0.124 0.193 -0.243  0.711
Ge1 0.189 -2.897 2.666  0.856
Cl1 4.948 -1.279 1.685  0.805
S1 0.969 1.160 3.144  0.571
O1 2.962 3.270 -1.333  -0.032
O2 0.602 2.522 2.829  -0.324
O3 4.970 3.076 0.188  0.088
O4 2.389 0.938 3.336  -0.320
O5 -1.747 -1.144 2.259  -0.165
O6 -2.165 0.387 -0.331  -0.184
O7 0.972 2.261 -1.543  -0.039
O8 5.895 1.536 1.475  0.027
N1 2.024 -0.032 -0.468  0.016
N2 0.274 0.086 2.205  -0.176
N3 2.759 -0.974 0.201  -0.048
C1 0.156 0.640 4.634  -0.205
C2 -1.313 -0.522 6.636  -0.097
C3 -1.435 -1.814 -2.108  -0.059
C4 -0.592 -0.485 4.356  -0.165
C5 0.388 -2.872 0.707  -0.214
C6 -3.495 -2.868 -1.422  -0.064
C7 3.857 -0.380 0.733  -0.605
C8 2.131 2.331 -1.145  -0.610
C9 1.874 -4.593 -0.297  -0.048
C10 4.020 -4.127 -1.251  -0.104
C11 3.884 0.948 0.379  -0.055
C12 -2.954 -0.596 -0.540  -0.418
C13 4.996 1.888 0.738  -0.529
C14 -1.105 -2.933 -2.840  -0.095
C15 0.209 1.201 5.898  -0.043
C16 -0.540 0.608 6.904  -0.101
C17 -0.394 -0.920 2.923  -0.473
C18 -1.338 -1.084 5.365  -0.024
C19 1.684 -3.259 0.098  -0.204
C20 3.012 -5.033 -0.944  -0.104
C21 2.000 -2.664 3.467  -0.211
C22 -4.315 -0.506 0.109  -0.050
C23 3.863 -2.807 -0.873  -0.053
C24 -2.177 -2.556 2.408  -0.130
C25 2.732 -2.374 -0.181  -0.146
C26 -0.175 -4.743 3.294  -0.236
C27 -2.634 -1.751 -1.359  -0.182
C28 -3.139 -4.004 -2.136  -0.121
C29 -1.939 -4.057 -2.840  -0.120
C30 2.688 1.115 -0.381  -0.113
H1 -2.340 -0.383 2.143  0.158
H2 -1.652 -4.959 -3.368  0.082
H3 3.104 -6.076 -1.226  0.090
H4 -0.412 -4.745 4.364  0.000
H5 -0.169 -2.947 -3.388  0.100
H6 -3.804 -4.861 -2.133  0.086
H7 -0.525 1.022 7.906  0.090
H8 -1.894 -0.973 7.432  0.090
H9 -4.454 0.514 0.467  0.080
H10 -0.409 -3.485 0.282  0.077
H11 0.816 2.080 6.085  0.117
H12 -2.909 -2.589 3.221  0.028
H13 -0.764 -0.944 -2.051  0.059
H14 0.200 -1.821 0.437  0.000
H15 2.692 -3.390 3.026  0.008
H16 4.137 3.190 -0.439  0.053
H17 1.069 -5.290 -0.087  0.110
H18 1.963 -2.849 4.547  0.011
H19 0.709 -5.373 3.141  0.004
H20 4.913 -4.437 -1.779  0.091
H21 -4.434 -2.861 -0.880  0.091
H22 4.632 -2.083 -1.109  0.111
H23 -2.648 -2.820 1.457  0.033
H24 -5.123 -0.751 -0.587  0.071
H25 -1.923 -1.974 5.166  0.100
H26 -4.408 -1.192 0.962  0.067
H27 2.398 -1.660 3.305  -0.013
H28 -1.029 -5.150 2.747  0.002

Properties
total charge	-2
largest force on an atom	1.0	eV/Å
DFT total energy	-135531.4399	eV
relative energy (zero: lowest compared OMol25 entry of this formula, charge and spin)	4.7548	eV
E_LUMO (alpha / beta)	4.28 / 4.28	eV

No. 3
A molecular structure, C30H28CoF4N5OTe. Source: the Open Molecules 2025 dataset; level of theory: wB97M-V/def2-TZVPD.

Each line ends with the Mulliken spin population.
Element x y z (Å)
Te1 0.094 -1.983 -2.574  -0.028
Co1 -0.816 -0.629 -0.565  2.058
F1 1.152 -2.716 1.241  0.001
F2 1.351 -5.242 0.171  0.000
F3 5.145 -4.014 -2.210  0.000
F4 5.110 -1.469 -1.157  0.000
O1 1.803 -0.008 0.726  -0.049
N1 -0.317 1.893 -0.792  -0.005
N2 0.038 -0.071 2.324  -0.078
N3 -0.914 -0.169 1.443  0.022
N4 -3.030 -0.457 -0.247  0.129
N5 3.173 -0.677 0.522  0.010
C1 3.655 0.510 3.136  0.071
C2 -2.345 -0.069 3.486  -0.006
C3 2.450 0.857 5.640  -0.043
C4 0.794 2.171 0.081  -0.001
C5 -0.536 -0.787 -5.343  -0.001
C6 4.232 -3.677 -1.304  0.001
C7 -3.219 0.012 1.110  0.006
C8 -4.504 0.445 1.493  0.146
C9 0.022 2.329 -2.118  0.007
C10 1.946 1.225 -0.123  0.017
C11 2.155 -2.964 0.376  -0.009
C12 1.318 0.018 2.082  0.249
C13 -5.362 -0.180 -0.642  0.187
C14 -2.290 0.803 -5.929  0.002
C15 -2.151 -0.035 2.000  0.259
C16 -2.644 0.843 -4.577  -0.002
C17 3.284 -4.589 -0.958  -0.001
C18 2.276 -4.254 -0.084  0.000
C19 -1.988 0.014 -3.630  0.023
C20 -1.493 2.608 -0.256  0.011
C21 3.079 -1.970 0.026  0.025
C22 -1.234 -0.041 -6.277  -0.001
C23 2.237 0.342 3.210  -0.041
C24 4.164 -2.394 -0.826  0.002
C25 1.688 0.525 4.513  0.072
C26 3.835 0.915 5.562  0.074
C27 -5.557 0.409 0.593  -0.062
C28 -4.080 -0.644 -0.986  -0.060
C29 -0.897 -0.789 -3.992  0.006
C30 4.404 0.757 4.280  -0.048
H1 -6.170 -0.290 -1.345  0.016
H2 5.515 0.756 4.182  -0.002
H3 2.885 1.720 0.248  0.006
H4 3.414 -5.652 -1.291  0.000
H5 4.529 1.138 6.375  0.006
H6 0.787 1.698 -2.534  -0.002
H7 0.390 3.357 -2.073  0.002
H8 1.922 1.050 6.635  -0.002
H9 1.223 3.167 -0.096  0.002
H10 2.030 0.759 -1.078  -0.006
H11 -1.312 3.735 -0.216  -0.001
H12 -6.550 0.788 0.870  -0.004
H13 -0.860 2.317 -2.739  0.001
H14 -2.318 0.014 -2.594  -0.026
H15 0.618 0.442 4.614  0.018
H16 -0.981 -0.065 -7.338  0.000
H17 -1.771 -0.834 4.032  0.009
H18 -4.737 0.899 2.449  0.023
H19 -3.407 -0.279 3.670  0.001
H20 -2.820 1.377 -6.646  0.000
H21 -2.107 0.888 4.002  0.014
H22 0.325 -1.342 -5.660  0.000
H23 -3.812 -1.172 -1.892  -0.003
H24 -1.675 2.189 0.728  -0.008
H25 -3.455 1.466 -4.164  0.001
H26 -2.344 2.521 -0.914  0.003
H27 4.152 0.442 2.212  0.011
H28 0.505 2.063 1.136  -0.003

Properties
total charge	-1
largest force on an atom	3.7	eV/Å
DFT total energy	-96847.2411	eV
spin multiplicity	4
E_LUMO (alpha / beta)	2.65 / 1.82	eV